ORCA calculation (the ωB97M-V functional and the def2-TZVPD basis) on a molecular structure, C35H37BrP2V in a non-equilibrium geometry.

Results
Energy relative to the best compared isomer or geometry (same formula, charge and spin)   0.0 kcal per mole
2S+1   4
Net charge   0
HOMO-LUMO gap (alpha / beta)   7.714 / 7.131 eV
Largest force on an atom   2.65 eV/Å

CARTESIAN COORDINATES (ANGSTROEM)
H  -2.14  1.20  2.19
H  0.54  4.70  -7.29
H  -2.05  3.23  1.16
C  -2.36  1.10  1.12
H  -3.46  1.00  1.10
H  -1.26  -1.39  -1.12
C  -2.42  -4.06  -11.89
H  2.07  -0.68  -12.22
C  -0.73  -3.29  -10.33
C  1.27  3.89  -7.36
C  -2.16  0.48  -1.88
C  3.63  2.87  -12.35
C  -0.93  -2.24  -7.59
C  -1.89  -3.06  -11.08
H  0.64  2.65  -1.92
C  3.17  1.84  -7.57
C  -1.69  -0.12  0.58
P  1.84  0.40  -9.51
H  3.90  1.04  -7.67
C  0.11  0.55  -10.01
H  -2.85  -2.47  -4.22
H  -2.41  -0.18  -2.73
C  2.60  1.08  -11.07
H  4.33  2.95  -6.13
Br  1.02  0.66  1.83
C  3.57  2.11  -13.52
H  4.04  3.88  -12.38
H  -3.12  0.92  -1.57
C  -0.70  -0.53  -9.86
C  -0.05  -4.52  -10.49
C  -1.26  -1.48  -5.31
C  -0.60  -5.51  -11.30
C  3.17  2.36  -11.13
H  3.94  2.51  -14.46
C  -1.79  -5.31  -12.00
C  -0.58  2.45  -0.15
H  -1.90  2.38  -2.88
H  -1.62  -0.97  1.26
H  2.64  4.78  -5.93
C  -0.24  2.16  -1.49
H  -2.74  2.66  -0.36
C  -1.97  2.43  0.40
H  2.36  0.01  -1.55
H  0.10  2.75  -8.77
C  -1.24  1.60  -2.46
H  0.16  3.01  0.43
V  0.25  0.47  -0.37
C  -1.57  -0.39  -0.80
H  1.10  -0.71  -2.64
C  -0.59  -1.38  -6.53
C  -1.93  -3.21  -7.42
C  -2.64  -3.27  -6.22
H  -0.99  -0.82  -4.48
H  -3.34  -3.87  -12.45
H  0.88  -4.68  -9.96
H  1.46  -1.45  -1.04
C  2.00  1.80  -8.35
C  2.53  0.31  -12.25
H  3.23  2.97  -10.23
C  -2.31  -2.41  -5.16
H  -0.23  1.49  -10.45
P  0.01  -2.06  -9.17
H  -2.23  -6.10  -12.62
C  1.40  -0.51  -1.61
C  1.03  2.81  -8.21
H  -0.71  1.22  -3.36
H  -2.41  -2.11  -11.03
H  -1.76  -0.50  -10.12
C  3.41  2.91  -6.71
C  2.45  3.94  -6.60
H  -3.45  -4.00  -6.11
C  3.03  0.82  -13.45
H  0.21  -0.64  -6.66
H  -2.16  -3.91  -8.23
H  2.97  0.22  -14.36
H  -0.08  -6.47  -11.39

---

ORCA calculation (the ωB97M-V functional and the def2-TZVPD basis) on a molecular structure, C18H30NO3 in a non-equilibrium geometry.

Results
Energy relative to the best compared isomer or geometry (same formula, charge and spin)   449.5 kcal per mole
Net charge   +1
HOMO-LUMO gap   7.546 eV
Largest force on an atom   19.78 eV/Å

CARTESIAN COORDINATES (ANGSTROEM)
H  -2.69  1.89  -6.00
H  0.24  -0.59  4.14
H  -3.23  0.32  -1.88
C  -0.09  0.37  0.41
H  -3.65  -0.16  1.95
C  -1.41  -0.01  2.40
C  -3.63  2.29  -0.77
H  -1.45  -0.16  3.46
H  1.06  0.39  0.10
H  -3.73  1.52  -3.65
O  -2.65  3.00  -1.45
H  -4.55  0.24  -0.23
C  -3.58  0.75  -0.77
H  -0.50  -2.86  3.08
C  -2.39  0.21  1.66
H  1.38  -2.93  4.37
C  -1.58  1.55  -4.12
H  5.51  -0.77  0.30
N  2.80  -1.88  1.38
H  -0.55  2.14  -3.60
H  4.23  -2.98  0.68
C  -2.18  2.34  -5.22
C  3.72  -1.88  0.41
O  1.21  -0.02  2.35
H  3.53  -1.97  3.21
H  -2.00  3.40  -5.22
H  2.78  -2.77  -1.43
C  -2.86  2.03  -3.80
H  4.23  -1.83  -1.65
C  0.00  0.11  1.77
H  -1.99  4.00  -2.78
H  1.80  -2.65  0.91
H  -3.74  2.61  0.23
H  2.96  -0.87  -1.12
C  -2.95  3.27  -2.71
C  -1.00  0.65  -0.30
H  1.89  -0.32  4.14
C  2.72  -2.62  2.76
C  -2.32  0.34  0.12
C  3.21  -1.77  -0.97
O  0.49  -2.97  2.40
C  4.70  -0.69  0.94
H  -3.73  4.05  -2.93
H  -0.77  0.82  -1.50
H  5.11  -0.92  2.10
H  2.89  -3.59  2.88
C  1.24  -0.73  3.75
H  -4.56  2.57  -1.15
H  2.22  -0.92  1.32
H  -1.61  0.31  -4.37
C  1.35  -2.44  3.55
H  4.10  0.12  0.86

---

ORCA calculation (the ωB97M-V functional and the def2-TZVPD basis) on a molecular structure, C21H39F3KNO11S5 in a non-equilibrium geometry.

Results
Net charge   0
HOMO-LUMO gap   5.937 eV
Largest force on an atom   2.96 eV/Å

CARTESIAN COORDINATES (ANGSTROEM)
C  -7.85  -1.64  2.31
C  -3.85  -6.21  4.31
S  2.20  3.74  -4.05
H  2.92  1.77  -5.25
C  1.67  -4.84  -3.95
C  -4.27  6.36  -0.07
H  -8.59  -2.39  2.58
H  9.44  -1.52  0.42
C  7.41  -0.53  0.41
H  -3.42  6.37  2.56
S  -1.37  -5.26  4.37
C  -4.20  7.53  0.92
H  9.33  -0.06  -0.53
O  2.40  -5.68  -1.41
C  -7.55  0.48  0.93
O  -0.48  -6.40  4.66
O  -0.83  -4.01  3.88
C  3.54  4.96  -3.53
O  5.13  -1.58  -0.32
H  -4.33  -4.34  5.31
C  7.56  -2.85  -1.17
O  1.21  4.37  -4.97
H  -5.05  6.40  -0.84
H  9.46  -2.10  -1.90
O  0.34  -4.39  -1.52
C  4.68  2.96  -4.61
H  -3.12  -4.92  2.73
H  -7.85  1.09  0.08
H  3.29  3.32  -6.18
H  3.26  5.99  -3.75
H  -7.62  -1.00  3.16
C  -3.03  7.04  1.80
H  5.41  2.65  -5.37
S  6.40  -2.07  0.20
C  -2.96  6.07  -0.74
H  -2.19  -3.96  6.21
C  -2.79  -5.81  3.26
O  1.79  2.89  -2.90
H  -4.43  -5.73  6.33
C  -3.87  -5.30  5.50
O  0.28  -6.67  -2.37
H  -2.87  5.10  -1.22
H  3.52  4.84  -2.45
H  -3.54  -7.17  4.73
F  2.20  -3.58  -3.77
C  8.53  -1.72  -1.48
H  4.83  2.35  -3.73
O  -0.72  6.87  0.29
H  -9.47  -0.50  1.29
F  2.55  -5.72  -4.52
H  7.30  -0.03  1.37
H  -2.62  6.81  -1.47
N  -5.00  -0.16  0.54
O  -1.69  4.68  1.17
H  -3.98  8.49  0.46
K  0.31  -0.16  0.88
H  -5.05  7.61  1.60
H  -7.02  -2.33  2.14
H  -8.47  -1.39  0.27
H  -7.69  1.07  1.84
H  7.02  0.19  -0.30
H  -2.56  -6.62  2.56
S  -1.87  6.03  0.68
O  6.53  -2.92  1.41
H  5.05  5.09  -5.09
C  8.77  -0.93  -0.20
H  5.71  4.61  -3.62
C  3.32  2.78  -5.23
C  -6.11  0.17  0.73
H  8.14  -3.58  -0.60
H  -4.87  -6.25  3.92
H  8.06  -1.08  -2.23
C  -8.42  -0.76  1.16
H  -4.76  5.54  0.45
H  -2.02  -5.68  6.66
H  7.05  -3.50  -1.89
F  0.57  -4.69  -4.68
C  -2.37  -4.98  5.90
C  4.82  4.46  -4.23
H  -2.39  7.75  2.32
S  1.11  -5.46  -2.14

---

ORCA calculation (the ωB97M-V functional and the def2-TZVPD basis) on a single CH3NO4 molecule in a non-equilibrium geometry.

Results
Energy relative to the best compared isomer or geometry (same formula, charge and spin)   59.8 kcal per mole
Net charge   0
HOMO-LUMO gap   11.245 eV
Largest force on an atom   3.26 eV/Å
Structure (SMILES)   O=[N+]([O-])OCO

CARTESIAN COORDINATES (ANGSTROEM)
O  0.69  0.28  -0.15
H  -1.00  -0.71  0.51
O  -1.03  1.56  0.80
H  1.04  -1.94  0.63
H  -0.69  -0.72  -1.31
C  -0.26  -0.72  -0.31
N  -0.02  1.60  0.18
O  0.65  2.54  -0.11
O  0.62  -1.90  -0.24

---

ORCA calculation (the ωB97M-V functional and the def2-TZVPD basis) on a gas-phase ion, C3H10NS2 (charge +1) in a non-equilibrium geometry.

Results
Energy relative to the best compared isomer or geometry (same formula, charge and spin)   21.1 kcal per mole
Net charge   +1
HOMO-LUMO gap   9.956 eV
Largest force on an atom   3.88 eV/Å
Structure (SMILES)   C[C@H](C[NH3+])SS

CARTESIAN COORDINATES (ANGSTROEM)
S  -1.80  1.84  -1.29
C  0.37  -0.14  -0.48
H  -0.28  1.64  1.24
H  0.77  0.86  -0.72
H  -1.34  1.76  -2.56
H  1.17  -2.15  -0.30
H  -1.62  0.61  1.41
C  0.41  -0.21  1.04
H  0.04  -1.19  1.36
H  0.45  -1.86  -1.88
H  -0.46  0.66  2.59
H  2.01  -1.09  -1.58
S  -1.49  -0.14  -0.91
N  -0.62  0.80  1.61
C  1.07  -1.34  -1.05
H  1.31  -0.05  1.53